{"formula": "C48H60N12", "method": "ωB97M-V/def2-TZVPD", "orbital_gap_ev": 7.54, "relative_energy_kcal_mol": 225.50, "smiles": "c1cc[nH]c1.c1cc[nH]c1.c1cc[nH]c1.c1cc[nH]c1.c1cc[nH]c1.c1cc[nH]c1.c1cc[nH]c1.c1cc[nH]c1.c1cc[nH]c1.c1cc[nH]c1.c1cc[nH]c1.c1cc[nH]c1", "homo_energy_ev": -7.18, "species": ["N", "C", "C", "C", "C", "H", "H", "H", "H", "H", "N", "C", "C", "C", "C", "H", "H", "H", "H", "H", "N", "C", "C", "C", "C", "H", "H", "H", "H", "H", "N", "C", "C", "C", "C", "H", "H", "H", "H", "H", "N", "C", "C", "C", "C", "H", "H", "H", "H", "H", "N", "C", "C", "C", "C", "H", "H", "H", "H", "H", "N", "C", "C", "C", "C", "H", "H", "H", "H", "H", "N", "C", "C", "C", "C", "H", "H", "H", "H", "H", "N", "C", "C", "C", "C", "H", "H", "H", "H", "H", "N", "C", "C", "C", "C", "H", "H", "H", "H", "H", "N", "C", "C", "C", "C", "H", "H", "H", "H", "H", "N", "C", "C", "C", "C", "H", "H", "H", "H", "H"], "xyz": [[17.129, -5.754, 3.983], [15.912, -5.220, 3.572], [15.090, -6.364, 3.265], [15.795, -7.588, 3.309], [17.132, -7.206, 3.865], [18.040, -5.258, 4.093], [15.723, -4.117, 3.580], [14.116, -6.160, 2.889], [15.452, -8.579, 2.984], [18.144, -7.601, 4.125], [19.678, -13.127, 8.054], [18.441, -13.068, 7.444], [18.298, -14.281, 6.794], [19.441, -15.056, 6.835], [20.465, -14.211, 7.559], [20.105, -12.394, 8.671], [17.704, -12.306, 7.672], [17.337, -14.650, 6.430], [19.517, -16.100, 6.550], [21.435, -14.558, 7.892], [18.049, -16.923, 3.788], [18.834, -17.991, 4.250], [18.282, -18.207, 5.711], [17.120, -17.371, 5.747], [16.868, -16.760, 4.553], [18.111, -16.710, 2.771], [19.655, -18.505, 3.819], [18.601, -18.824, 6.530], [16.406, -17.398, 6.544], [15.941, -16.162, 4.278], [15.307, -10.983, 8.108], [16.262, -9.984, 8.034], [15.905, -9.408, 6.818], [14.820, -10.031, 6.163], [14.389, -11.065, 7.109], [15.202, -11.490, 9.027], [17.005, -9.827, 8.748], [16.450, -8.517, 6.392], [14.339, -9.906, 5.236], [13.486, -11.700, 7.138], [21.350, -9.638, 5.698], [20.199, -10.415, 5.605], [19.167, -9.679, 6.022], [19.598, -8.339, 6.358], [21.097, -8.280, 6.025], [22.235, -10.108, 5.395], [20.106, -11.446, 5.366], [18.222, -10.202, 6.192], [18.881, -7.505, 6.670], [21.944, -7.606, 6.100], [17.109, -16.079, 1.144], [18.473, -15.683, 1.114], [19.161, -16.847, 0.720], [18.203, -17.907, 0.534], [16.880, -17.452, 1.027], [16.399, -15.458, 1.464], [18.839, -14.681, 1.386], [20.217, -16.908, 0.469], [18.594, -18.913, 0.131], [15.861, -17.925, 1.184], [15.922, -11.618, 2.469], [16.014, -12.962, 2.304], [16.740, -13.438, 3.562], [16.941, -12.330, 4.348], [16.517, -11.190, 3.664], [15.668, -11.012, 1.691], [15.644, -13.391, 1.324], [16.973, -14.522, 3.687], [17.307, -12.314, 5.366], [16.612, -10.141, 4.007], [21.299, -13.002, 1.503], [22.070, -14.148, 1.896], [21.398, -14.806, 2.864], [20.335, -14.000, 3.377], [20.210, -12.895, 2.386], [21.549, -12.394, 0.741], [22.849, -14.537, 1.248], [21.745, -15.718, 3.285], [19.633, -14.249, 4.218], [19.377, -12.087, 2.414], [15.305, -11.109, -0.435], [14.053, -11.461, -0.298], [13.441, -10.502, 0.472], [14.320, -9.398, 0.691], [15.635, -9.776, -0.004], [15.958, -11.787, -0.941], [13.748, -12.446, -0.688], [12.424, -10.507, 0.952], [14.036, -8.429, 1.110], [16.587, -9.308, -0.205], [20.267, -7.697, 0.434], [20.973, -8.118, 1.533], [20.251, -9.163, 2.117], [18.991, -9.195, 1.401], [19.019, -8.169, 0.346], [20.765, -7.122, -0.267], [21.958, -7.625, 1.598], [20.530, -9.785, 2.917], [18.222, -9.924, 1.596], [18.439, -7.747, -0.499], [12.827, -16.853, 0.712], [13.023, -17.960, 1.509], [13.582, -17.294, 2.791], [13.698, -15.918, 2.498], [13.216, -15.684, 1.229], [12.362, -16.792, -0.216], [12.825, -19.040, 1.270], [13.799, -17.855, 3.727], [14.080, -15.138, 3.057], [13.107, -14.766, 0.623], [16.921, -12.931, -2.309], [17.380, -13.265, -1.080], [18.099, -12.178, -0.622], [18.031, -11.132, -1.599], [17.199, -11.647, -2.718], [16.478, -13.641, -2.935], [17.237, -14.341, -0.720], [18.706, -12.083, 0.262], [18.629, -10.229, -1.705], [16.765, -11.311, -3.685]]}